(1)
The following is a DFT calculation (ωB97M-V/def2-TZVPD) of 8 unconnected molecules or ions with the total composition C79H52O19 at a distorted geometry.

Geometry (Å):
1 O 16.23652 -4.06889 18.18657
2 C 17.24824 -4.30989 18.83899
3 C 17.34164 -4.16965 20.30999
4 C 16.23928 -4.14567 21.09466
5 C 16.28226 -3.81218 22.40947
6 C 17.48760 -3.41382 22.93627
7 C 18.66155 -3.49337 22.21071
8 C 18.57424 -3.88145 20.85302
9 C 19.84626 -4.00541 20.09830
10 O 20.91908 -3.63671 20.54998
11 C 19.82806 -4.39921 18.71523
12 C 20.95504 -4.69415 18.01487
13 C 20.85925 -5.11147 16.69390
14 C 19.59283 -5.08405 16.04019
15 C 18.44945 -4.80517 16.76400
16 C 18.52867 -4.60760 18.11674
17 H 15.30766 -4.45758 20.59723
18 H 15.39596 -3.67660 22.98653
19 H 17.59208 -3.03452 23.95345
20 H 19.65138 -3.22997 22.68358
21 H 21.91223 -4.63005 18.55027
22 H 21.73787 -5.38761 16.06020
23 H 19.63091 -5.43768 15.03886
24 H 17.42976 -4.82810 16.26565
25 O 22.36703 2.46245 16.29261
26 C 23.47816 1.87927 16.27102
27 C 23.86624 0.99587 15.14031
28 C 22.98185 0.89104 14.02144
29 C 23.29386 0.04574 12.94385
30 C 24.58283 -0.54661 12.96879
31 C 25.46893 -0.40966 14.01347
32 C 25.09434 0.31922 15.10091
33 C 26.00309 0.35688 16.35404
34 O 26.93010 -0.39808 16.42448
35 C 25.67886 1.34480 17.33975
36 C 26.59459 1.60155 18.32230
37 C 26.29454 2.44875 19.38599
38 C 25.06128 3.13610 19.43921
39 C 24.12038 2.86294 18.47286
40 C 24.50353 2.09378 17.37539
41 H 22.06228 1.50238 13.88678
42 H 22.54051 -0.13700 12.19325
43 H 24.88526 -1.10609 12.08441
44 H 26.39004 -0.93929 14.06428
45 H 27.58381 1.11434 18.22332
46 H 27.03652 2.69333 20.12573
47 H 24.74199 3.83364 20.23225
48 H 23.14604 3.36063 18.40778
49 O 15.40864 2.13334 17.90506
50 C 14.89624 1.22246 18.46595
51 C 14.46970 1.20336 19.87613
52 C 14.36216 2.44131 20.53258
53 C 13.86885 2.46773 21.84042
54 C 13.35944 1.34245 22.50692
55 C 13.38619 0.10688 21.72374
56 C 13.93131 0.07341 20.51513
57 C 13.79967 -1.21641 19.66912
58 O 13.22911 -2.16263 20.21145
59 C 14.14936 -1.22977 18.30137
60 C 13.87809 -2.33110 17.54632
61 C 13.93115 -2.30578 16.19683
62 C 14.34477 -1.12475 15.57746
63 C 14.75405 -0.03673 16.30254
64 C 14.60582 -0.04673 17.69534
65 H 14.70341 3.39632 20.09586
66 H 13.85368 3.45273 22.34891
67 H 12.92214 1.42414 23.45199
68 H 13.16211 -0.87530 22.11989
69 H 13.57785 -3.19408 18.08700
70 H 13.69664 -3.17765 15.62125
71 H 14.27398 -1.12377 14.50914
72 H 15.13536 0.92936 15.91195
73 O 17.61295 7.07252 18.48788
74 C 17.38736 6.32837 17.59235
75 C 16.21928 6.50117 16.59642
76 C 15.37156 7.59081 16.56131
77 C 14.52811 7.83403 15.49783
78 C 14.32996 6.82003 14.52254
79 C 14.97482 5.62700 14.63010
80 C 16.02672 5.59253 15.56605
81 C 16.79083 4.29756 15.50015
82 O 16.65254 3.52965 14.52841
83 C 17.64496 3.96141 16.63251
84 C 18.39361 2.77941 16.51862
85 C 19.49689 2.57218 17.31853
86 C 19.74680 3.45150 18.42970
87 C 18.97216 4.62412 18.52701
88 C 17.97049 4.93136 17.62857
89 H 15.63513 8.33420 17.38510
90 H 13.96412 8.71873 15.35485
91 H 13.71181 7.03691 13.74280
92 H 14.66636 4.80644 14.02921
93 H 18.12717 2.06518 15.72635
94 H 20.16904 1.71479 17.16735
95 H 20.62635 3.23584 19.06502
96 H 19.18423 5.27528 19.31817
97 O 18.56822 -1.32036 13.98431
98 C 19.51702 -1.62492 14.67383
99 C 19.47301 -1.28392 16.11813
100 C 18.25863 -0.93254 16.70775
101 C 18.05093 -0.72780 18.01086
102 C 19.15753 -0.83890 18.88641
103 C 20.38340 -1.16010 18.38544
104 C 20.55579 -1.35373 16.96404
105 C 21.92672 -1.69010 16.40795
106 O 22.91924 -1.63462 17.07822
107 C 21.90958 -2.30349 15.04349
108 C 23.10594 -2.73672 14.54097
109 C 23.09919 -3.60326 13.44895
110 C 21.92457 -3.84600 12.77184
111 C 20.77691 -3.13474 13.07187
112 C 20.77313 -2.39126 14.27051
113 H 17.46443 -0.82864 15.98605
114 H 17.10091 -0.53663 18.50867
115 H 18.98699 -0.62722 19.92859
116 H 21.22512 -1.52017 18.92102
117 H 24.05850 -2.53635 15.05543
118 H 23.92299 -4.09469 12.94916
119 H 21.95542 -4.48424 11.92317
120 H 19.85574 -3.21456 12.57715
121 O 22.64648 1.57721 21.13866
122 C 23.50526 0.78146 20.88624
123 O 23.45228 0.11294 19.71208
124 C 24.58432 -0.82379 19.67784
125 C 25.44479 -0.45340 20.91771
126 O 24.54691 0.36560 21.64193
127 H 24.16016 -1.84241 19.78331
128 H 25.06917 -0.79567 18.71488
129 H 26.33836 0.12947 20.59512
130 H 25.76396 -1.31285 21.49269
131 O 17.19444 0.13825 23.53485
132 C 18.08080 0.81933 23.18507
133 O 19.06940 1.21876 23.99466
134 C 20.03379 2.00186 23.21195
135 C 19.52583 1.93232 21.74158
136 O 18.29758 1.20310 21.87947
137 H 19.96155 2.98594 23.52931
138 H 21.05439 1.62021 23.37896
139 H 20.24281 1.45127 21.07784
140 H 19.26254 2.87183 21.24896
141 O 20.26068 0.10759 11.58000
142 C 19.74975 1.14547 11.95151
143 O 18.88168 1.88308 11.26990
144 C 18.42185 3.02123 12.03002
145 C 19.51892 3.11285 13.07909
146 O 19.96597 1.75451 13.14220
147 H 18.28011 3.89262 11.37392
148 H 17.44300 2.74681 12.47499
149 H 19.23149 3.42250 14.07950
150 H 20.34795 3.73905 12.78694

Results
Frontier orbital gap = 8.130 eV
Multiplicity = 1
LUMO level = -1.13 eV
DFT total energy = -4471.2681 Ha
Relative energy (zero: lowest compared OMol25 entry of this formula, charge and spin) = 0.0 kcal/mol
HOMO = -9.26 eV
SMILES string = O=C1c2ccccc2C(=O)c2ccccc21.O=C1c2ccccc2C(=O)c2ccccc21.O=C1c2ccccc2C(=O)c2ccccc21.O=C1c2ccccc2C(=O)c2ccccc21.O=C1c2ccccc2C(=O)c2ccccc21.O=C1OCCO1.O=C1OCCO1.O=C1OCCO1
F_max = 4.33 eV/A

---

(2)
The following is a DFT calculation (ωB97M-V/def2-TZVPD) of a molecular structure, C28H37FLaN7O3PS2 at a distorted geometry.

Geometry (Å):
1 La 0.23420 0.52670 0.92817
2 C -2.75622 -1.92083 1.60970
3 C -2.70468 -2.24684 0.12350
4 C -2.92740 -1.03210 -0.75094
5 C -3.46292 -1.15642 -2.03073
6 C -3.78822 -0.01193 -2.73457
7 C -3.58397 1.22408 -2.13866
8 C -3.00598 1.25190 -0.88285
9 N -2.66404 0.15372 -0.20727
10 N -1.49135 -1.46432 2.21837
11 C -1.83115 -0.68125 3.44944
12 C -2.43489 0.64182 3.11931
13 C -3.67356 1.03159 3.52678
14 C -4.17949 2.31826 3.21727
15 C -3.28429 3.18763 2.51545
16 C -2.05746 2.74540 2.13782
17 N -1.58479 1.45518 2.36113
18 C -0.69200 -2.63669 2.55786
19 C 0.77228 -2.39303 2.83894
20 C 1.55864 -3.44940 3.28697
21 C 2.91347 -3.25034 3.46529
22 C 3.45417 -1.99636 3.21664
23 C 2.60151 -0.99553 2.79604
24 N 1.29295 -1.19440 2.59688
25 H -3.10965 -2.80168 2.16562
26 H -3.48135 -1.12421 1.77477
27 H -3.49686 -2.96540 -0.10086
28 H -1.77008 -2.74255 -0.15181
29 H -3.64478 -2.14094 -2.44423
30 H -4.22380 -0.08496 -3.72389
31 H -3.86455 2.14631 -2.62981
32 H -2.80956 2.18959 -0.37082
33 H -0.89276 -0.53370 3.99511
34 H -2.50606 -1.27310 4.08247
35 H -4.26787 0.33503 4.11159
36 H -5.15944 2.63736 3.53837
37 H -3.56400 4.21094 2.29289
38 H -1.37111 3.41193 1.62355
39 H -0.73460 -3.33776 1.71939
40 H -1.12607 -3.16729 3.42063
41 H 1.10312 -4.41251 3.47950
42 H 3.54569 -4.06376 3.79975
43 H 4.50714 -1.79039 3.34922
44 H 2.95436 0.01061 2.60529
45 C 5.50195 -2.53683 -0.87392
46 C 4.00902 -2.72720 -0.75981
47 O 3.36715 -1.99888 -1.82443
48 P 2.20674 -0.95339 -1.46078
49 S 0.72426 -1.96650 -0.59074
50 S 2.92803 0.58406 -0.46334
51 O 1.83318 -0.46939 -2.92889
52 C 1.00170 -1.25715 -3.80235
53 C 1.55946 -1.14509 -5.20087
54 H 6.01550 -3.14169 -0.12283
55 H 5.76434 -1.48971 -0.71916
56 H 5.85888 -2.83879 -1.85934
57 H 3.64331 -2.37439 0.20665
58 H 3.71996 -3.77376 -0.85813
59 H -0.01176 -0.85836 -3.72137
60 H 0.97742 -2.29450 -3.46943
61 H 1.54961 -0.11186 -5.55213
62 H 0.96257 -1.74410 -5.89211
63 H 2.58785 -1.50532 -5.22993
64 F 1.39533 1.83215 2.27942
65 C 0.14607 2.54336 -3.94870
66 N 0.36895 3.12571 -2.62527
67 C 0.90376 4.36249 -2.45321
68 C 1.23368 4.86341 -1.24926
69 C 1.01008 4.00081 -0.11730
70 N 0.43018 2.82850 -0.29446
71 C 0.15722 2.32371 -1.51794
72 O -0.23505 1.15964 -1.62548
73 N 1.35454 4.31073 1.12700
74 H 0.14236 3.34960 -4.67822
75 H -0.81111 2.02891 -3.95753
76 H 0.93405 1.82728 -4.17662
77 H 1.05769 4.92799 -3.36342
78 H 1.66209 5.84837 -1.15070
79 H 1.90682 5.12852 1.31095
80 H 1.35157 3.53127 1.80633

Results
Frontier orbital gap (spin up / spin down) = 4.147 / 8.173 eV
Multiplicity = 2
LUMO level (spin up / spin down) = 0.42 / 0.42 eV
DFT total energy = -2967.6886 Ha
Relative energy (zero: lowest compared OMol25 entry of this formula, charge and spin) = 0.0 kcal/mol
HOMO (spin up / spin down) = -3.72 / -7.75 eV
F_max = 1.70 eV/A

---

(3)
The following is a DFT calculation (ωB97M-V/def2-TZVPD) of 2 unconnected molecules or ions with the total composition C2H6OS2 at a distorted geometry.

Geometry (Å):
1 C -1.12985 0.47796 -0.44449
2 C -1.92092 -0.84144 -0.67300
3 O -1.47841 -1.88674 -1.03399
4 H -1.63283 1.09861 -1.18978
5 H -1.06686 0.76898 0.58777
6 H -0.13622 0.32231 -0.87078
7 H -2.93155 -0.81032 -0.17902
8 S 1.57631 0.33378 1.50132
9 S 3.16181 1.00756 0.35730
10 H 2.26405 -0.40816 2.37944
11 H 3.29447 -0.06254 -0.43478

Results
Frontier orbital gap = 9.931 eV
Multiplicity = 1
LUMO level = 0.23 eV
DFT total energy = -951.3770 Ha
Relative energy (zero: lowest compared OMol25 entry of this formula, charge and spin) = 9.4 kcal/mol
HOMO = -9.70 eV
SMILES string = CC=O.SS
F_max = 3.33 eV/A

---

(4)
The following is a DFT calculation (ωB97M-V/def2-TZVPD) of a molecular structure, C22H33BiN3O3SSi at a distorted geometry.

Geometry (Å):
1 Bi -2.83127 -1.39772 0.18251
2 C -4.50211 -2.63687 2.86290
3 C -5.37104 -1.77520 2.21164
4 C -5.06633 -0.42497 2.11859
5 C -3.89760 0.06647 2.69659
6 C -3.03750 -0.79819 3.36379
7 C -3.33551 -2.14861 3.43616
8 H -4.73587 -3.68808 2.93138
9 H -6.27841 -2.15502 1.76777
10 H -5.73460 0.24935 1.60531
11 H -3.67232 1.12062 2.64696
12 H -2.13980 -0.41344 3.82380
13 H -2.66569 -2.82034 3.95133
14 C 3.06118 -1.19762 2.39518
15 C 3.04772 -1.89359 1.04331
16 C 2.07932 -3.07364 1.03633
17 C 4.45205 -2.32025 0.62704
18 O 2.60791 -0.97996 0.01401
19 Si 1.82940 0.37075 -0.13096
20 S -0.63704 -0.71147 0.62259
21 O 1.56486 0.92619 -1.57133
22 C 1.42901 0.47350 -2.93625
23 C -0.03218 0.71007 -3.30646
24 C 1.82415 -0.99069 -3.05120
25 C 2.36195 1.34639 -3.76974
26 O 1.86248 1.39184 1.05842
27 C 1.27813 2.64846 1.45896
28 C 0.55846 3.29758 0.28613
29 C 0.31388 2.33020 2.60003
30 C 2.44080 3.51301 1.93697
31 H 3.41969 -1.88456 3.15607
32 H 2.05803 -0.86619 2.65032
33 H 3.71547 -0.33035 2.36119
34 H 2.40275 -3.82427 1.75129
35 H 2.04035 -3.52516 0.04807
36 H 1.08231 -2.73222 1.30414
37 H 4.86329 -3.01781 1.35007
38 H 5.10009 -1.44963 0.56959
39 H 4.42713 -2.79819 -0.34866
40 H -0.67950 0.09563 -2.68449
41 H -0.20727 0.46926 -4.35072
42 H -0.29036 1.75462 -3.14730
43 H 1.20783 -1.60429 -2.39850
44 H 2.86434 -1.11431 -2.75951
45 H 1.70151 -1.32099 -4.07847
46 H 2.10403 2.39580 -3.65890
47 H 2.28235 1.07720 -4.81888
48 H 3.39057 1.20397 -3.44796
49 H -0.23685 2.64737 -0.07030
50 H 1.25496 3.46998 -0.53003
51 H 0.13426 4.24770 0.59740
52 H -0.46654 1.66059 2.24532
53 H -0.13905 3.24294 2.97616
54 H 0.84513 1.84253 3.41337
55 H 3.14403 3.67228 1.12372
56 H 2.96283 3.02370 2.75475
57 H 2.07487 4.47616 2.27960
58 N -3.08281 -0.59637 -1.74206
59 C -3.50937 -0.28496 -2.80179
60 C -3.97412 0.04627 -4.00285
61 C -3.11454 0.56888 -4.98631
62 N -2.38917 0.96908 -5.77641
63 C -5.32893 -0.17461 -4.32114
64 N -6.43134 -0.35880 -4.56856

Results
Frontier orbital gap = 6.300 eV
Multiplicity = 1
LUMO level = -5.18 eV
DFT total energy = -2150.2411 Ha
Charge = +1
Relative energy (zero: lowest compared OMol25 entry of this formula, charge and spin) = 8.0 kcal/mol
HOMO = -11.48 eV
F_max = 1.43 eV/A

---

Number 1: molecular weight 1305.266 g mol⁻¹. Number 2: molecular weight 772.662 g mol⁻¹. Number 3: molecular weight 110.203 g mol⁻¹. Number 4: molecular weight 656.657 g mol⁻¹.